# 1
Molecular formula: C21H22N2O2S2
Method: DFT, the ωB97M-V functional and the def2-TZVPD basis

Properties
SMILES string: CCOc1ccc2nc(SCC(=O)N[C@@H]3CCCc4ccccc43)sc2c1
ΔE to the lowest compared entry with this formula, charge and spin (eV): 0.0000
HOMO (eV): -7.984
E (a.u.): -1869.84973
Gap between HOMO and LUMO (eV): 8.6

Cartesian coordinates (Å):
S -0.23 -2.03 -2.08
S -2.88 -2.98 -0.93
O -3.25 -1.13 2.49
O 4.41 -0.55 -0.46
N -3.43 -0.39 0.36
N -0.71 -2.30 0.46
C 1.44 -1.63 1.43
C -4.07 1.88 -0.28
C -2.26 1.50 -2.02
C 0.58 -1.87 0.37
C 2.32 -1.23 -1.21
C -3.35 -1.34 1.30
C 1.04 -1.66 -0.95
C -1.25 -2.44 -0.69
C 6.61 0.25 -0.10
C -0.79 1.27 1.44
C 0.56 1.45 1.20
C -1.69 1.27 0.38
C 1.02 1.62 -0.10
C -3.48 -2.77 0.77
C 5.34 -0.25 0.56
C -3.16 1.02 0.62
C 3.17 -0.99 -0.13
C -1.23 1.43 -0.92
C 0.12 1.61 -1.15
C -3.38 2.42 -1.54
C 2.73 -1.20 1.18
H 5.55 -1.15 1.16
H 7.01 -0.52 -0.76
H -2.65 0.50 -2.25
H -4.93 1.27 -0.56
H 0.47 1.74 -2.17
H 2.07 1.77 -0.29
H -1.81 1.89 -2.93
H 1.26 1.46 2.02
H -2.94 3.39 -1.32
H -1.15 1.12 2.44
H 4.93 0.52 1.23
H 7.36 0.48 0.65
H -4.53 -3.06 0.75
H 6.40 1.14 -0.69
H -2.93 -3.44 1.42
H 1.09 -1.79 2.44
H -3.40 1.17 1.67
H -3.45 -0.67 -0.61
H 3.38 -1.03 2.01
H 2.68 -1.06 -2.21
H -4.12 2.56 -2.33
H -4.45 2.73 0.31

***

# 2
Molecular formula: C21H22N2O4
Method: DFT, the ωB97M-V functional and the def2-TZVPD basis

Properties
SMILES string: C[C@H](OCn1c(COCc2ccccc2)cc(=O)[nH]c1=O)c1ccccc1
ΔE to the lowest compared entry with this formula, charge and spin (eV): 4.5810
HOMO (eV): -8.849
E (a.u.): -1223.81997
Gap between HOMO and LUMO (eV): 9.4

Cartesian coordinates (Å):
O -1.41 0.82 -2.61
O -0.47 1.33 1.02
O 2.98 0.98 -3.49
O 0.52 -2.31 0.41
N 0.82 1.01 -3.13
N -0.04 0.24 -0.98
C 2.09 -3.35 -1.02
C 1.20 -0.18 -0.58
C 3.80 -2.70 -3.17
C -4.01 3.90 1.34
C 2.05 0.64 -2.76
C 2.24 0.08 -1.41
C -0.21 0.72 -2.25
C 1.24 -3.53 0.20
C 3.46 -3.50 -0.85
C 1.50 -2.86 -2.23
C 1.37 -1.14 0.65
C 4.32 -3.17 -1.94
C -1.10 0.58 -0.03
C -1.19 1.35 2.27
C -5.08 3.43 2.05
C -2.75 3.19 1.33
C -3.77 1.46 2.65
C -0.41 2.07 3.40
C -2.59 1.95 2.06
C -4.97 2.22 2.72
C 2.32 -2.57 -3.24
H -1.14 2.12 4.26
H 4.35 -2.48 -4.10
H -3.83 0.55 3.16
H -4.27 4.87 0.95
H 0.55 1.70 3.63
H 5.35 -3.30 -1.80
H -1.70 -0.29 0.29
H 2.44 -1.38 0.82
H 3.84 -3.91 0.04
H 0.46 -2.56 -2.28
H 3.19 -0.29 -1.22
H -6.09 3.99 2.04
H 1.86 -2.35 -4.16
H -1.33 0.29 2.61
H 1.15 -0.65 1.55
H 1.87 -3.99 1.06
H -0.18 3.14 3.09
H 0.64 1.52 -4.03
H -1.82 1.23 -0.40
H -5.68 1.78 3.34
H 0.39 -4.24 0.03
H -1.96 3.56 0.72

***

# 3
Molecular formula: C21H22N4O3
Method: DFT, the ωB97M-V functional and the def2-TZVPD basis

Properties
SMILES string: COCCCNC(=O)COc1ccc(-c2nccc(-c3ccccn3)n2)cc1
ΔE to the lowest compared entry with this formula, charge and spin (eV): 1.9135
HOMO (eV): -8.269
E (a.u.): -1258.19863
Gap between HOMO and LUMO (eV): 8.3

Cartesian coordinates (Å):
O 2.79 -3.45 0.24
O -1.77 -5.22 0.84
O -0.53 -2.90 -1.60
N 0.09 -3.93 0.81
N -2.60 2.40 1.24
N -0.83 6.83 -0.07
N -1.03 3.27 -0.29
C -2.10 -0.18 0.32
C 0.35 5.35 -1.54
C 0.73 7.70 -1.65
C -0.87 -1.68 -1.09
C -2.86 3.62 1.66
C -0.20 7.84 -0.63
C -1.40 0.91 -0.19
C 1.00 6.42 -2.12
C 3.01 -3.91 1.56
C -1.01 -4.46 0.27
C -1.69 2.26 0.28
C -0.42 0.68 -1.16
C -1.85 -1.47 -0.12
C -1.30 4.50 0.13
C -0.15 -0.59 -1.60
C 0.56 -4.26 2.13
C 3.10 -4.39 -0.77
C -0.57 5.60 -0.52
C -2.23 4.74 1.13
C -1.25 -4.03 -1.19
C 1.96 -4.89 2.08
H -3.60 3.70 2.45
H -2.86 -0.01 1.07
H -0.91 -4.85 -1.84
H -0.45 8.82 -0.23
H 1.93 -5.78 1.45
H 0.51 4.34 -1.86
H 3.00 -3.01 2.17
H 2.25 -5.20 3.08
H -2.44 5.74 1.47
H 0.59 -3.35 2.74
H -2.33 -3.90 -1.34
H 4.01 -4.37 1.63
H -0.16 -4.96 2.57
H -2.40 -2.29 0.30
H 0.13 1.52 -1.55
H 2.44 -5.26 -0.74
H 1.22 8.57 -2.07
H 0.71 -3.36 0.25
H 0.60 -0.78 -2.35
H 1.72 6.27 -2.91
H 4.14 -4.72 -0.69
H 2.96 -3.87 -1.72

***

# 4
Molecular formula: C21H22N4O4S
Method: DFT, the ωB97M-V functional and the def2-TZVPD basis

Properties
SMILES string: C=CCc1cccc(CNc2ccc(S(=O)(=O)Nc3nccnc3OC)cc2)c1O
ΔE to the lowest compared entry with this formula, charge and spin (eV): 3.2440
HOMO (eV): -8.118
E (a.u.): -1731.58630
Gap between HOMO and LUMO (eV): 8.6

Cartesian coordinates (Å):
S -2.01 -1.80 2.27
O -2.28 -3.01 1.56
O 4.33 0.74 -1.38
O -2.18 -1.79 3.69
O -1.69 -1.21 -0.54
N -3.62 -1.23 -1.78
N 3.47 0.17 1.24
N -5.03 -0.44 0.47
N -3.09 -0.57 1.74
C 3.36 2.06 -3.74
C -5.63 -0.58 -0.71
C -1.04 -1.68 -1.70
C 2.73 0.73 -4.08
C 1.19 0.62 1.95
C -4.94 -1.00 -1.83
C 0.55 -2.02 1.34
C -3.73 -0.69 0.53
C 2.17 -0.22 1.41
C 2.31 3.69 -2.14
C 2.07 4.16 -0.86
C 3.89 1.56 1.23
C -0.40 -1.17 1.89
C 3.34 2.33 0.06
C 2.58 3.48 0.23
C -3.01 -1.07 -0.63
C -0.09 0.14 2.19
C 1.84 0.10 -3.35
C 3.07 2.55 -2.35
C 1.82 -1.55 1.11
C 3.58 1.87 -1.24
H -0.85 0.77 2.61
H 1.91 4.22 -2.99
H 4.34 0.47 -2.31
H 1.48 5.05 -0.71
H 4.98 1.55 1.18
H 4.44 1.99 -3.90
H -5.41 -1.16 -2.78
H 3.06 0.31 -5.02
H 0.27 -3.04 1.11
H 4.02 -0.42 0.64
H 2.99 2.80 -4.46
H -1.41 -2.67 -1.98
H 2.58 -2.20 0.68
H -6.69 -0.36 -0.73
H 0.02 -1.74 -1.45
H 1.42 -0.84 -3.66
H 3.59 2.04 2.17
H -3.71 -0.30 2.49
H 1.41 1.64 2.18
H 2.40 3.85 1.23
H -1.20 -1.00 -2.54
H 1.48 0.49 -2.41

***

# 5
Molecular formula: C21H22N4PdS2SbSe4
Method: DFT, the ωB97M-V functional and the def2-TZVPD basis

Properties
ΔE to the lowest compared entry with this formula, charge and spin (eV): 2.3155
Multiplicity: 3
HOMO (alpha / beta) (eV): -4.031 / -4.026
E (a.u.): -11802.72370
Charge: -1
Gap between HOMO and LUMO (alpha / beta) (eV): 4.9 / 4.9

Cartesian coordinates (Å):
Sb -4.19 0.91 1.38
Pd 0.19 0.07 0.02
Se -5.62 0.72 -0.57
Se -1.81 0.36 0.55
Se -4.17 3.17 2.29
Se -4.74 -0.65 3.16
S 0.29 2.50 -0.08
S 0.54 0.01 2.24
N 3.09 0.77 -0.42
N 0.26 2.01 3.95
N 2.31 -0.30 -0.54
N -0.55 3.89 2.03
C 2.92 6.45 1.66
C -3.66 1.97 7.11
C -0.01 2.72 1.64
C -1.25 1.89 7.06
C -0.02 1.05 5.02
C -0.91 4.06 3.43
C -0.61 5.09 1.21
C 4.37 0.45 -0.17
C 3.12 -1.34 -0.35
C -2.52 1.16 5.16
C 1.86 5.60 1.34
C 2.67 7.73 2.14
C 0.16 3.43 4.28
C -3.70 1.45 5.82
C -2.43 2.19 7.73
C -1.29 1.37 5.77
C 0.54 6.03 1.50
C 0.22 1.69 2.63
C 4.43 -0.92 -0.12
C 1.36 8.16 2.30
C 0.30 7.31 1.98
H 1.11 3.93 4.11
H 2.72 -2.34 -0.40
H 5.30 -1.54 0.07
H -2.39 2.58 8.74
H -0.61 4.79 0.16
H 2.05 4.60 0.97
H -0.99 5.12 3.64
H 3.49 8.39 2.38
H 2.65 1.68 -0.50
H -0.29 2.05 7.55
H -1.56 5.58 1.41
H -2.57 0.73 4.16
H -1.89 3.60 3.62
H 1.16 9.15 2.67
H -0.10 0.07 4.58
H 5.12 1.21 -0.03
H -0.72 7.65 2.12
H 3.94 6.10 1.53
H -0.09 3.52 5.34
H -4.58 2.20 7.63
H -4.64 1.27 5.31
H 0.83 1.04 5.71

***

# 6
Molecular formula: C21H22NPbS3
Method: DFT, the ωB97M-V functional and the def2-TZVPD basis

Properties
HOMO (eV): -10.696
E (a.u.): -2255.38661
Charge: +1
Gap between HOMO and LUMO (eV): 7.3

Cartesian coordinates (Å):
Pb 0.04 -0.04 -0.28
S 1.49 -1.28 -2.52
S 0.31 2.04 -2.38
S 3.33 1.27 -0.47
N -1.04 -0.49 1.92
C 3.14 2.47 -1.83
C -2.47 -1.03 4.23
C -2.14 -0.69 -0.68
C 0.89 0.14 3.20
C -1.13 -0.59 4.34
C -3.04 -1.19 3.00
C 3.26 -0.75 -2.56
C -0.44 -0.32 3.13
C -2.88 -1.05 0.47
C 1.75 3.09 -1.92
C 1.50 0.31 4.42
C -2.76 -0.79 -1.92
C 0.94 1.19 -3.88
C 3.90 -0.27 -1.27
C 0.78 -0.32 -3.90
C 0.81 0.04 5.61
C -4.78 -1.61 -0.93
C -4.19 -1.52 0.32
C -0.48 -0.40 5.57
C -2.30 -0.91 1.83
C -4.07 -1.23 -2.06
H -4.06 -1.52 2.94
H 3.78 -1.02 -0.49
H 0.39 1.60 -4.72
H 3.33 0.00 -3.35
H -4.53 -1.28 -3.04
H 3.45 2.00 -2.75
H 2.53 0.66 4.46
H -1.02 -0.61 6.48
H 3.81 -1.63 -2.89
H -4.77 -1.82 1.17
H -0.27 -0.60 -3.89
H 1.98 1.49 -3.99
H 1.31 0.18 6.56
H 1.22 -0.70 -4.82
H -2.22 -0.50 -2.81
H 1.45 3.52 -0.96
H 3.84 3.28 -1.62
H -3.03 -1.23 5.13
H -5.80 -1.97 -1.02
H 4.97 -0.16 -1.46
H 1.43 0.35 2.29
H 1.77 3.89 -2.66

***

# 7
Molecular formula: C21H23AsBBiNO2S
Method: DFT, the ωB97M-V functional and the def2-TZVPD basis

Properties
ΔE to the lowest compared entry with this formula, charge and spin (eV): 0.2633
HOMO (eV): -11.084
E (a.u.): -3892.51289
Charge: +1
Gap between HOMO and LUMO (eV): 7.6

Cartesian coordinates (Å):
Bi 14.24 10.19 6.42
As 18.07 6.67 7.62
S 16.04 7.20 7.87
O 11.39 9.09 7.75
O 11.05 10.01 5.69
N 14.38 10.39 8.77
C 12.20 14.09 5.81
C 8.54 9.74 5.69
C 15.45 11.38 9.04
C 15.31 12.64 8.46
C 14.21 13.13 7.60
C 9.02 8.44 8.14
C 17.53 11.93 10.05
C 18.52 4.85 8.09
C 18.66 6.97 5.87
C 9.83 9.56 6.18
C 16.25 13.60 8.84
C 16.51 11.03 9.83
C 12.67 14.86 6.91
C 7.48 9.15 6.45
C 13.72 12.34 6.59
C 13.64 14.39 7.78
C 7.77 8.47 7.63
C 10.06 8.94 7.41
C 12.76 12.81 5.69
C 17.38 13.20 9.56
C 19.27 7.60 8.75
B 11.95 9.77 6.69
H 18.56 4.87 9.17
H 16.19 14.60 8.43
H 11.40 14.38 5.15
H 18.38 11.79 10.66
H 8.42 10.38 4.86
H 9.28 8.06 9.15
H 6.41 9.33 6.14
H 19.63 6.45 5.69
H 13.52 10.61 9.20
H 19.20 8.70 8.85
H 16.55 10.07 10.28
H 17.64 4.24 7.79
H 13.95 14.97 8.63
H 18.70 8.01 5.68
H 12.34 12.19 4.89
H 19.02 7.25 9.74
H 7.00 8.11 8.24
H 18.08 14.04 9.73
H 17.97 6.60 5.07
H 19.43 4.50 7.63
H 14.75 9.49 9.11
H 20.32 7.45 8.57
H 12.19 15.83 7.03

***

# 8
Molecular formula: C21H23AuN6O6S
Method: DFT, the ωB97M-V functional and the def2-TZVPD basis

Properties
ΔE to the lowest compared entry with this formula, charge and spin (eV): 1.7747
Multiplicity: 3
HOMO (alpha / beta) (eV): -14.245 / -14.123
E (a.u.): -2127.14551
Charge: +2
Gap between HOMO and LUMO (alpha / beta) (eV): 7.8 / 4.5

Cartesian coordinates (Å):
Au -0.19 -0.31 0.24
S -4.23 -0.40 3.42
O -2.84 -0.57 3.05
O -0.80 2.18 0.33
O -4.83 0.83 3.01
O -6.49 0.94 0.18
O -5.05 2.54 0.00
O -0.22 3.95 3.92
N -2.25 -0.39 -0.08
N -5.37 1.38 0.09
N -4.30 -0.85 0.54
N 1.77 -0.99 0.62
N 0.04 1.99 2.41
N 0.73 1.00 2.05
C -2.21 5.24 3.77
C -4.28 0.45 0.09
C -3.49 5.15 1.73
C 4.09 -2.28 1.42
C -1.31 4.29 3.27
C 1.83 0.49 2.47
C -2.64 4.17 1.23
C -5.42 -1.53 1.18
C -0.77 2.58 1.49
C -4.40 -0.71 5.22
C -2.60 -2.67 0.82
C 3.56 -1.26 2.18
C -3.00 0.71 -0.32
C -3.05 -1.32 0.44
C -1.58 3.70 2.00
C -4.28 0.57 6.02
C 2.31 -1.94 -0.14
C -3.27 5.68 3.01
C -5.17 -1.80 2.66
C 3.47 -2.61 0.22
C 2.39 -0.62 1.76
H -3.36 1.09 5.78
H -3.93 6.44 3.40
H -4.58 -2.69 2.86
H -2.20 -2.63 1.84
H -0.13 4.42 4.77
H -2.59 1.58 -0.78
H -5.12 1.22 5.81
H 4.98 -2.80 1.74
H -6.30 -0.89 1.06
H -5.37 -1.18 5.36
H 4.03 -0.96 3.10
H -4.28 0.33 7.08
H -6.12 -1.86 3.18
H -2.03 5.66 4.75
H -3.41 -3.39 0.79
H -2.83 3.75 0.26
H -1.80 -2.99 0.16
H -5.60 -2.47 0.65
H -4.34 5.46 1.14
H -3.60 -1.41 5.45
H 3.86 -3.38 -0.42
H 1.79 -2.18 -1.05
H 2.38 0.94 3.30

***

no.,largest force on an atom (eV/A)
1,1.087
2,5.760
3,0.877
4,1.246
5,3.880
6,0.616
7,3.547
8,2.037